The following is a quantum chemistry calculation of the molecule C5H11FN2 in a non-equilibrium geometry, from OMol25.

Output
Structure (SMILES) = C=C(C)[C@H](F)N(C)N
2S+1 = 1
Energy above the lowest of the compared OMol25 structures with the same formula, charge and spin = 271.5 kJ/mol
Frontier orbital gap = 10.21 eV
Lowest unoccupied orbital energy = 0.94 eV
E_tot = -11058.1608 eV
Total charge = 0

Last columns: bonded neighbours and bond lengths (Å).
CARTESIAN COORDINATES (ANGSTROEM)
1 C 0.7872 -2.3381 0.1105  C2 1.350, H9 1.112, H10 1.028
2 C 0.4153 -1.2352 -0.5732  C1 1.350, C3 1.498, C4 1.570
3 C -0.0130 -1.2630 -2.0087  C2 1.498, H11 1.067, H12 1.153, H13 1.035
4 C 0.4563 0.2140 0.0287  C2 1.570, F5 1.483, N6 1.417, H14 1.178
5 F 1.6464 0.2983 0.9095  C4 1.483
6 N -0.5656 1.0481 0.5457  C4 1.417, C7 1.497, N8 1.426
7 C -0.1152 2.4437 0.8463  N6 1.497, H15 1.016, H16 1.209, H17 1.125
8 N -1.5885 0.6521 1.4567  N6 1.426, H18 1.004, H19 1.005
9 H 1.2788 -2.2617 1.1049  C1 1.112
10 H 0.8894 -3.2467 -0.3584  C1 1.028
11 H -1.0792 -1.2372 -2.0050  C3 1.067
12 H 0.3115 -2.2805 -2.4440  C3 1.153
13 H 0.3986 -0.5103 -2.5876  C3 1.035
14 H 0.7795 0.8987 -0.8743  C4 1.178
15 H -0.9320 2.9858 1.1122  C7 1.016
16 H 0.7674 2.5802 1.6619  C7 1.209
17 H 0.2330 2.9316 -0.1061  C7 1.125
18 H -2.3752 0.2634 0.9692  N8 1.004
19 H -1.2948 0.0570 2.2120  N8 1.005

---

The following is a quantum chemistry calculation of the molecule C22H28N2O5, from OMol25.

Output
Structure (SMILES) = CCCCc1cc(=O)oc2c(C)c(OCC(=O)N3CCC(C(N)=O)CC3)ccc12
2S+1 = 1
Energy above the lowest of the compared OMol25 structures with the same formula, charge and spin = 53.1 kJ/mol
Frontier orbital gap = 8.61 eV
Lowest unoccupied orbital energy = 0.17 eV
E_tot = -36487.8388 eV
Total charge = 0

Last columns: bonded neighbours and bond lengths (Å).
CARTESIAN COORDINATES (ANGSTROEM)
1 C -4.6090 -2.1793 -2.9499  C2 1.525, H30 1.087, H31 1.088, H32 1.087
2 C -5.1454 -1.9593 -1.5398  C1 1.525, C3 1.529, H33 1.092, H34 1.092
3 C -5.8687 -0.6207 -1.3839  C2 1.529, C4 1.538, H35 1.092, H36 1.092
4 C -4.9259 0.5866 -1.2477  C3 1.538, C5 1.501, H37 1.092, H38 1.088
5 C -4.2496 0.5940 0.0925  C4 1.501, C6 1.354, C29 1.443
6 C -4.9317 1.0485 1.1696  C5 1.354, C7 1.445, H39 1.079
7 C -4.3900 1.0461 2.5089  C6 1.445, O8 1.207, O9 1.369
8 O -4.9593 1.4389 3.4982  C7 1.207
9 O -3.1229 0.5494 2.6537  C7 1.369, C10 1.353
10 C -2.4011 0.0909 1.6050  O9 1.353, C11 1.396, C29 1.410
11 C -1.1238 -0.3919 1.8948  C10 1.396, C12 1.498, C13 1.397
12 C -0.5959 -0.3971 3.2962  C11 1.498, H40 1.085, H41 1.089, H42 1.088
13 C -0.3338 -0.8717 0.8475  C11 1.397, O14 1.363, C27 1.395
14 O 0.8952 -1.3332 1.2131  C13 1.363, C15 1.411
15 C 1.7522 -1.8603 0.2244  O14 1.411, C16 1.536, H43 1.096, H44 1.095
16 C 2.2733 -0.8392 -0.7975  C15 1.536, O17 1.219, N18 1.344
17 O 2.1973 -1.0825 -1.9896  C16 1.219
18 N 2.7895 0.3064 -0.3197  C16 1.344, C19 1.446, C26 1.449
19 C 3.0990 0.6110 1.0600  N18 1.446, C20 1.529, H45 1.096, H46 1.087
20 C 4.6157 0.6489 1.2508  C19 1.529, C21 1.535, H47 1.093, H48 1.090
21 C 5.2482 1.6698 0.2955  C20 1.535, C22 1.529, C25 1.527, H49 1.097
22 C 6.7449 1.7398 0.5986  C21 1.529, N23 1.350, O24 1.211
23 N 7.5911 1.4516 -0.4136  C22 1.350, H50 1.003, H51 1.007
24 O 7.1464 2.0307 1.7031  C22 1.211
25 C 4.8562 1.3274 -1.1404  C21 1.527, C26 1.531, H52 1.093, H53 1.092
26 C 3.3303 1.2766 -1.2509  N18 1.449, C25 1.531, H54 1.095, H55 1.091
27 C -0.8145 -0.8569 -0.4619  C13 1.395, C28 1.375, H56 1.077
28 C -2.0775 -0.3821 -0.7263  C27 1.375, C29 1.398, H57 1.077
29 C -2.9099 0.0951 0.2905  C5 1.443, C10 1.410, C28 1.398
30 H -4.0842 -3.1296 -3.0109  C1 1.087
31 H -5.4261 -2.1926 -3.6681  C1 1.088
32 H -3.9169 -1.3933 -3.2413  C1 1.087
33 H -5.8483 -2.7628 -1.3090  C2 1.092
34 H -4.3287 -2.0220 -0.8182  C2 1.092
35 H -6.5141 -0.4643 -2.2509  C3 1.092
36 H -6.5054 -0.6567 -0.4976  C3 1.092
37 H -5.5260 1.4951 -1.3319  C4 1.092
38 H -4.2029 0.5890 -2.0602  C4 1.088
39 H -5.9342 1.4371 1.0794  C6 1.079
40 H -1.4009 -0.2247 4.0030  C12 1.085
41 H 0.1511 0.3865 3.4182  C12 1.089
42 H -0.1162 -1.3501 3.5080  C12 1.088
43 H 1.2633 -2.6635 -0.3396  C15 1.096
44 H 2.5977 -2.2879 0.7728  C15 1.095
45 H 2.6744 1.5943 1.2940  C19 1.096
46 H 2.6486 -0.1203 1.7266  C19 1.087
47 H 5.0327 -0.3407 1.0479  C20 1.093
48 H 4.8573 0.9167 2.2792  C20 1.090
49 H 4.8483 2.6598 0.5471  C21 1.097
50 H 7.2862 1.2232 -1.3410  N23 1.003
51 H 8.5794 1.4997 -0.2278  N23 1.007
52 H 5.2493 0.3464 -1.4182  C25 1.093
53 H 5.2322 2.0766 -1.8396  C25 1.092
54 H 2.9032 2.2583 -1.0207  C26 1.095
55 H 3.0268 0.9774 -2.2554  C26 1.091
56 H -0.2066 -1.2056 -1.2801  C27 1.077
57 H -2.4202 -0.3835 -1.7469  C28 1.077

---

The following is a quantum chemistry calculation of a cluster of 2 separate species, C3H6N2O in total in a non-equilibrium geometry, from OMol25.

Output
2S+1 = 1
Energy above the lowest of the compared OMol25 structures with the same formula, charge and spin = 182.5 kJ/mol
Frontier orbital gap = 9.86 eV
Lowest unoccupied orbital energy = 0.99 eV
E_tot = -8234.8071 eV
Total charge = 0

Last columns: bonded neighbours and bond lengths (Å).
CARTESIAN COORDINATES (ANGSTROEM)
1 C 1.1196 -0.3719 1.1655  N2 1.429, H7 1.101, H8 1.094, H9 1.097
2 N 0.2675 -0.2248 0.0278  C1 1.429, C3 1.271
3 C -0.9728 -0.4981 -0.0261  N2 1.271, N4 1.363, H10 1.097
4 N -1.6427 -0.1869 -1.1722  C3 1.363, H11 1.007, H12 1.027
5 C 0.6718 1.3600 -1.3149  O6 1.148
6 O 1.7329 1.6872 -1.0223  C5 1.148
7 H 1.8958 0.4062 1.1060  C1 1.101
8 H 1.6270 -1.3412 1.1376  C1 1.094
9 H 0.5950 -0.2598 2.1222  C1 1.097
10 H -1.5335 -0.9789 0.7856  C3 1.097
11 H -2.6476 -0.1313 -1.1399  N4 1.007
12 H -1.1130 0.5395 -1.6693  N4 1.027

---

The following is a quantum chemistry calculation of a cluster of 6 separate species, C46H37ClN2O12S2 in total, from OMol25.

Output
Structure (SMILES) = O=C1C=C(CCCSC(=S)n2ccnc2)C(=O)C=C1CCCCl.O=C1C=CC(=O)C=C1.O=C1C=CC(=O)C=C1.O=C1C=CC(=O)C=C1.O=C1C=CC(=O)C=C1.O=C1C=CC(=O)C=C1
2S+1 = 1
Frontier orbital gap = 7.21 eV
Lowest unoccupied orbital energy = -1.84 eV
E_tot = -110037.9286 eV
Total charge = 0

Last columns: bonded neighbours and bond lengths (Å).
CARTESIAN COORDINATES (ANGSTROEM)
1 O -4.0028 -0.9555 -0.5812  C2 1.210
2 C -3.1895 -0.8735 0.3117  O1 1.210, C3 1.479, C19 1.492
3 C -1.7400 -0.8330 0.0205  C2 1.479, C4 1.337, H24 1.085
4 C -0.8835 -1.3430 0.9114  C3 1.337, C5 1.499, C16 1.495
5 C 0.5980 -1.4778 0.7292  C4 1.499, C6 1.542, H25 1.087, H26 1.089
6 C 0.9450 -2.5705 -0.3021  C5 1.542, C7 1.539, H27 1.090, H28 1.087
7 C 2.3535 -3.1468 -0.0746  C6 1.539, S8 1.808, H29 1.090, H30 1.089
8 S 2.1929 -4.8770 0.4263  C7 1.808, C9 1.779
9 C 3.8440 -5.1647 1.0229  S8 1.779, S10 1.609, N11 1.409
10 S 4.3278 -4.6565 2.4711  C9 1.609
11 N 4.7202 -5.8551 0.1618  C9 1.409, C12 1.382, C15 1.378
12 C 4.6089 -7.1418 -0.3295  N11 1.382, C13 1.374, H31 1.074
13 C 5.7316 -7.3366 -1.0980  C12 1.374, N14 1.373, H32 1.076
14 N 6.5148 -6.2085 -1.1101  C13 1.373, C15 1.311
15 C 5.8951 -5.3435 -0.3444  N11 1.378, N14 1.311, H33 1.077
16 C -1.4394 -1.8658 2.1970  C4 1.495, O17 1.207, C18 1.473
17 O -0.8389 -2.6858 2.8482  C16 1.207
18 C -2.7504 -1.3516 2.6308  C16 1.473, C19 1.337, H34 1.082
19 C -3.6170 -0.8571 1.7408  C2 1.492, C18 1.337, C20 1.500
20 C -4.9766 -0.3259 2.0855  C19 1.500, C21 1.533, H35 1.087, H36 1.091
21 C -6.0639 -1.4026 2.1836  C20 1.533, C22 1.520, H37 1.092, H38 1.090
22 C -6.6729 -1.8176 0.8544  C21 1.520, Cl23 1.786, H39 1.086, H40 1.087
23 Cl -7.3153 -0.4278 -0.0652  C22 1.786
24 H -1.4524 -0.3959 -0.9302  C3 1.085
25 H 1.0305 -1.7960 1.6744  C5 1.087
26 H 1.0071 -0.5233 0.4025  C5 1.089
27 H 0.2068 -3.3710 -0.2560  C6 1.090
28 H 0.9019 -2.1674 -1.3102  C6 1.087
29 H 2.9339 -3.1096 -0.9961  C7 1.090
30 H 2.9013 -2.5696 0.6689  C7 1.089
31 H 3.7869 -7.7927 -0.0950  C12 1.074
32 H 5.9901 -8.2380 -1.6264  C13 1.076
33 H 6.2010 -4.3408 -0.0959  C15 1.077
34 H -2.9993 -1.4052 3.6827  C18 1.082
35 H -5.2786 0.4216 1.3564  C20 1.087
36 H -4.8960 0.1766 3.0502  C20 1.091
37 H -6.8680 -1.0113 2.8105  C21 1.092
38 H -5.6937 -2.2961 2.6865  C21 1.090
39 H -5.9679 -2.3647 0.2355  C22 1.086
40 H -7.5314 -2.4597 1.0348  C22 1.087
41 O -0.1438 -0.1451 -2.6792  C42 1.216
42 C 0.5331 0.8300 -2.9412  O41 1.216, C43 1.480, C48 1.488
43 C -0.0621 2.1373 -3.2974  C42 1.480, C44 1.330, H49 1.081
44 C 0.7065 3.1825 -3.5883  C43 1.330, C45 1.481, H50 1.083
45 C 2.1839 3.0881 -3.5574  C44 1.481, O46 1.214, C47 1.484
46 O 2.8729 4.0564 -3.8047  C45 1.214
47 C 2.7865 1.7783 -3.2073  C45 1.484, C48 1.329, H51 1.083
48 C 2.0179 0.7310 -2.9257  C42 1.488, C47 1.329, H52 1.083
49 H -1.1418 2.1983 -3.3049  C43 1.081
50 H 0.2982 4.1522 -3.8465  C44 1.083
51 H 3.8682 1.7310 -3.1963  C47 1.083
52 H 2.4311 -0.2365 -2.6694  C48 1.083
53 O 3.6866 9.2944 -0.0203  C54 1.212
54 C 2.8849 8.6761 -0.6858  O53 1.212, C55 1.487, C60 1.484
55 C 1.4823 9.1479 -0.8305  C54 1.487, C56 1.330, H61 1.083
56 C 0.5974 8.4698 -1.5560  C55 1.330, C57 1.485, H62 1.083
57 C 0.9764 7.2143 -2.2527  C56 1.485, O58 1.214, C59 1.484
58 O 0.1647 6.5941 -2.9086  C57 1.214
59 C 2.3766 6.7421 -2.1119  C57 1.484, C60 1.331, H63 1.082
60 C 3.2599 7.4209 -1.3836  C54 1.484, C59 1.331, H64 1.083
61 H 1.2318 10.0656 -0.3137  C55 1.083
62 H -0.4294 8.7926 -1.6749  C56 1.083
63 H 2.6243 5.8238 -2.6287  C59 1.082
64 H 4.2860 7.0970 -1.2642  C60 1.083
65 O -5.0615 -3.9803 -0.8142  C66 1.215
66 C -5.0947 -4.1008 -2.0223  O65 1.215, C67 1.483, C72 1.484
67 C -5.8047 -5.2334 -2.6651  C66 1.483, C68 1.330, H73 1.083
68 C -5.8360 -5.3604 -3.9884  C67 1.330, C69 1.487, H74 1.083
69 C -5.1646 -4.3734 -4.8746  C68 1.487, O70 1.212, C71 1.484
70 O -5.1970 -4.4924 -6.0800  C69 1.212
71 C -4.4573 -3.2408 -4.2264  C69 1.484, C72 1.331, H75 1.082
72 C -4.4246 -3.1121 -2.9024  C66 1.484, C71 1.331, H76 1.083
73 H -6.2861 -5.9385 -1.9993  C67 1.083
74 H -6.3451 -6.1773 -4.4838  C68 1.083
75 H -3.9776 -2.5344 -4.8916  C71 1.082
76 H -3.9219 -2.2936 -2.4018  C72 1.083
77 O -1.1896 3.4297 -0.7554  C78 1.213
78 C -1.9221 3.9312 0.0716  O77 1.213, C79 1.485, C84 1.483
79 C -1.4895 5.1308 0.8325  C78 1.485, C80 1.330, H85 1.083
80 C -2.2824 5.7016 1.7343  C79 1.330, C81 1.485, H86 1.083
81 C -3.6391 5.1654 2.0112  C80 1.485, O82 1.211, C83 1.486
82 O -4.3664 5.6850 2.8279  C81 1.211
83 C -4.0722 3.9682 1.2449  C81 1.486, C84 1.331, H87 1.083
84 C -3.2762 3.3928 0.3474  C78 1.483, C83 1.331, H88 1.084
85 H -0.4984 5.5046 0.6078  C79 1.083
86 H -1.9878 6.5749 2.3022  C80 1.083
87 H -5.0683 3.6027 1.4604  C83 1.083
88 H -3.5766 2.5238 -0.2269  C84 1.084
89 O 8.3653 -2.2341 5.0297  C90 1.211
90 C 7.3293 -1.6208 4.8983  O89 1.211, C91 1.485, C96 1.486
91 C 6.0575 -2.3136 4.5679  C90 1.485, C92 1.331, H97 1.083
92 C 4.9200 -1.6380 4.4218  C91 1.331, C93 1.485, H98 1.083
93 C 4.8759 -0.1621 4.5810  C92 1.485, O94 1.212, C95 1.485
94 O 3.8416 0.4550 4.4441  C93 1.212
95 C 6.1471 0.5309 4.9119  C93 1.485, C96 1.330, H99 1.083
96 C 7.2829 -0.1447 5.0599  C90 1.486, C95 1.330, H100 1.083
97 H 6.1162 -3.3886 4.4547  C91 1.083
98 H 3.9814 -2.1221 4.1805  C92 1.083
99 H 6.0897 1.6062 5.0230  C95 1.083
100 H 8.2214 0.3380 5.3011  C96 1.083